# 1
DFT (wB97M-V/def2-TZVPD) results for a single C6H4O molecule.

The calculation puts the LUMO energy at -0.0085 Eh. The value obtained for the total energy is -8329.8923 eV. Its highest occupied orbital energy is -10.05 eV. Its structure (SMILES) is C#CC(=O)C#CC. Its multiplicity is 1. The maximum force is 0.7 eV/A. As for the total charge: 0. Its frontier orbital gap is 9.818 eV.

Each line ends with the natural charge from an NBO analysis.
Atoms and positions in Å:
C 3.538 -0.667 0.514  -0.12
C 2.427 -0.201 0.493  -0.12
C 1.113 0.393 0.694  0.44
O 0.878 1.020 1.708  -0.46
C 0.037 0.196 -0.258  -0.15
C -1.118 0.114 -0.604  0.13
C -2.567 0.060 -0.769  -0.70
H 4.526 -1.072 0.559  0.24
H -2.959 1.048 -1.036  0.25
H -2.979 -0.217 0.209  0.25
H -2.898 -0.674 -1.509  0.24


# 2
DFT (wB97M-V/def2-TZVPD) results for a single C6H4O molecule.

The calculation puts the LUMO energy at 0.0143 Eh. The value obtained for the total energy is -8327.4267 eV. Its highest occupied orbital energy is -9.42 eV. Its multiplicity is 1. The maximum force is 0.6 eV/A. As for the total charge: 0. Its frontier orbital gap is 9.807 eV.

Each line ends with the natural charge from an NBO analysis.
Atoms and positions in Å:
C -0.470 0.986 -0.166  -0.13
C 0.843 1.418 -1.139  -0.07
C 0.044 0.497 -1.594  -0.11
C -0.793 -0.366 -0.831  -0.19
C -0.223 -0.324 0.557  -0.31
C 1.186 -0.771 0.870  0.43
O 1.922 -1.302 0.081  -0.47
H -1.270 1.686 0.040  0.25
H -1.795 -0.685 -1.090  0.25
H -0.935 -0.552 1.353  0.24
H 1.492 -0.587 1.919  0.12


# 3
DFT (wB97M-V/def2-TZVPD) results for a single C6H4O molecule.

The calculation puts the LUMO energy (spin up / spin down) at -0.0356 / -0.0357 Eh. The value obtained for the total energy is -8326.3278 eV. Its highest occupied orbital energy (spin up / spin down) is -8.82 / -8.82 eV. Its multiplicity is 1. The maximum force is 0.6 eV/A. As for the total charge: 0. Its frontier orbital gap (spin up / spin down) is 7.848 / 7.847 eV.

Each line ends with the natural charge from an NBO analysis.
Atoms and positions in Å:
C -0.551 1.257 0.150  -0.13
C 0.460 1.886 -0.684  -0.02
C -0.352 0.958 -1.282  0.00
C -0.920 -0.154 -0.560  -0.22
C -0.095 -0.901 0.310  -0.32
C 1.363 -0.846 0.308  0.34
O 2.040 -0.359 -0.579  -0.52
H -1.252 1.544 0.924  0.26
H -1.960 -0.426 -0.728  0.26
H -0.560 -1.665 0.932  0.23
H 1.827 -1.293 1.209  0.12


# 4
DFT (wB97M-V/def2-TZVPD) results for a single C6H4O molecule at a distorted geometry.

The calculation puts the LUMO energy at 0.0096 Eh. The value obtained for the total energy is -8328.3526 eV. Its highest occupied orbital energy is -8.58 eV. Its structure (SMILES) is C#CC1=C[C@H]1C=O. Its multiplicity is 1. The maximum force is 1.0 eV/A. As for the total charge: 0. Its frontier orbital gap is 8.843 eV.

Each line ends with the natural charge from an NBO analysis.
Atoms and positions in Å:
C 2.651 -0.399 0.184  -0.11
C 1.649 0.274 0.284  -0.10
C 0.410 0.899 0.296  0.07
C -0.629 1.548 -0.099  -0.14
C -1.217 0.253 0.231  -0.36
C -1.086 -1.048 -0.445  0.38
O -0.146 -1.406 -1.122  -0.55
H 3.494 -1.049 0.065  0.24
H -1.030 2.536 -0.213  0.23
H -2.058 0.280 0.940  0.21
H -1.881 -1.773 -0.159  0.11


# 5
DFT (wB97M-V/def2-TZVPD) results for a single C6H4O molecule.

The calculation puts the LUMO energy at -0.0151 Eh. The value obtained for the total energy is -8328.5785 eV. Its highest occupied orbital energy is -9.01 eV. Its multiplicity is 1. The maximum force is 0.9 eV/A. As for the total charge: 0. Its frontier orbital gap is 8.598 eV.

Each line ends with the natural charge from an NBO analysis.
Atoms and positions in Å:
C 3.112 0.331 0.338  0.27
C 1.865 0.048 0.144  -0.64
C 0.482 0.055 0.618  0.22
C -0.456 0.990 0.280  -0.23
C -1.532 0.267 -0.312  -0.33
C -1.195 -1.048 -0.229  0.12
O -0.014 -1.202 0.381  -0.40
H 1.790 -0.374 -0.886  0.31
H -0.325 2.063 0.327  0.24
H -2.383 0.680 -0.830  0.24
H -1.637 -1.967 -0.577  0.21


# 6
DFT (wB97M-V/def2-TZVPD) results for 2 unconnected molecules or ions with the total composition C6H4O.

The calculation puts the LUMO energy at -0.0562 Eh. The value obtained for the total energy is -8325.4627 eV. Its highest occupied orbital energy is -9.63 eV. Its multiplicity is 1. The maximum force is 0.9 eV/A. As for the total charge: 0. Its frontier orbital gap is 8.105 eV.

Each line ends with the natural charge from an NBO analysis.
Atoms and positions in Å:
C 3.044 0.222 0.200  0.21
C 1.759 0.121 0.294  -0.54
C 0.513 0.136 0.917  0.33
C -0.469 1.060 0.486  -0.23
C -1.269 0.309 -0.344  -0.22
C -0.736 -1.012 -0.331  0.00
O 0.026 -1.134 0.815  -0.44
H 0.845 -0.583 -0.949  0.18
H -0.378 2.136 0.535  0.25
H -2.075 0.655 -0.981  0.24
H -1.261 -1.910 -0.642  0.23


# 7
DFT (wB97M-V/def2-TZVPD) results for a single C6H4O molecule.

The calculation puts the LUMO energy at -0.0096 Eh. The value obtained for the total energy is -8330.1400 eV. Its highest occupied orbital energy is -10.22 eV. Its structure (SMILES) is C#CC(=O)C#CC. Its multiplicity is 1. The maximum force is 0.6 eV/A. As for the total charge: 0. Its frontier orbital gap is 9.958 eV.

Each line ends with the natural charge from an NBO analysis.
Atoms and positions in Å:
C -0.374 -1.427 -3.007  -0.13
C -0.801 -1.139 -1.919  -0.12
C -1.251 -0.972 -0.544  0.45
O -2.215 -1.573 -0.116  -0.46
C -0.434 -0.100 0.279  -0.15
C 0.248 0.591 0.996  0.13
C 1.048 1.424 1.886  -0.70
H 0.012 -1.727 -3.955  0.24
H 1.585 0.800 2.608  0.25
H 0.400 2.107 2.443  0.25
H 1.781 2.015 1.328  0.24


# 8
DFT (wB97M-V/def2-TZVPD) results for a molecular structure, C6H4O3 at a distorted geometry.

The calculation puts the LUMO energy at 0.0061 Eh. The value obtained for the total energy is -12425.4857 eV. Its highest occupied orbital energy is -8.75 eV. Its multiplicity is 1. The maximum force is 4.7 eV/A. As for the total charge: 0. Its frontier orbital gap is 8.920 eV.

Each line ends with the natural charge from an NBO analysis.
Atoms and positions in Å:
C -1.422 -0.354 -0.059  0.61
C -0.296 1.686 0.154  0.13
C 0.593 0.663 0.074  -0.24
C 1.799 -0.012 -0.068  0.60
C 1.147 -1.490 0.154  -0.49
C -0.091 -0.639 -0.050  -0.18
H -3.354 -0.328 0.157  0.51
H -0.365 2.741 0.021  0.22
H 1.439 -2.225 -0.473  0.22
H 1.425 -1.849 1.156  0.22
O -2.571 -0.988 -0.094  -0.65
O -1.567 1.045 -0.020  -0.46
O 2.946 0.261 -0.147  -0.49